This record from OMol25 describes C22H47N3 in the gas phase. The level of theory is ωB97M-V/def2-TZVPD.

Each line ends with the natural charge from an NBO analysis.
Element x y z (Å)
C1 5.882 3.612 -0.202  -0.60
C2 4.885 2.680 -0.880  -0.39
C3 3.930 2.040 0.126  -0.40
C4 2.936 1.104 -0.555  -0.39
C5 1.979 0.400 0.421  -0.04
C6 0.851 1.362 0.844  -0.23
N1 0.004 0.833 1.902  -0.63
C7 0.614 0.871 3.216  -0.41
N2 1.506 -0.817 -0.217  -0.64
C8 0.986 -1.838 0.678  -0.24
C9 0.466 -3.065 -0.101  -0.06
N3 -0.648 -3.721 0.571  -0.63
C10 -1.980 -3.313 0.181  -0.20
C11 -2.363 -1.858 0.494  -0.41
C12 -3.787 -1.532 0.053  -0.39
C13 -4.239 -0.135 0.486  -0.37
C14 -3.370 1.019 -0.028  -0.23
C15 -3.826 2.339 0.599  -0.39
C16 -2.954 3.501 0.130  -0.39
C17 -2.991 3.614 -1.390  -0.40
C18 -2.540 2.305 -2.027  -0.39
C19 -3.409 1.143 -1.551  -0.40
C20 1.581 -4.103 -0.341  -0.19
C21 1.021 -5.319 -1.076  -0.61
C22 2.737 -3.500 -1.134  -0.61
H1 5.363 4.415 0.317  0.20
H2 6.553 4.055 -0.934  0.21
H3 6.480 3.066 0.525  0.20
H4 4.307 3.242 -1.617  0.19
H5 5.425 1.895 -1.412  0.19
H6 4.509 1.476 0.861  0.19
H7 3.399 2.830 0.661  0.19
H8 2.354 1.661 -1.294  0.19
H9 3.485 0.327 -1.088  0.22
H10 2.550 0.096 1.304  0.18
H11 0.217 1.539 -0.031  0.19
H12 1.300 2.329 1.135  0.16
H13 -0.858 1.372 1.931  0.36
H14 0.980 1.872 3.493  0.16
H15 1.455 0.180 3.244  0.19
H16 -0.119 0.549 3.953  0.20
H17 0.803 -0.581 -0.910  0.35
H18 1.805 -2.145 1.337  0.18
H19 0.181 -1.447 1.316  0.21
H20 0.108 -2.732 -1.082  0.18
H21 -0.534 -3.663 1.576  0.35
H22 -2.071 -3.485 -0.896  0.18
H23 -2.683 -3.986 0.684  0.19
H24 -1.666 -1.196 -0.019  0.19
H25 -2.267 -1.683 1.569  0.19
H26 -4.472 -2.263 0.492  0.20
H27 -3.864 -1.631 -1.031  0.19
H28 -5.267 0.021 0.150  0.20
H29 -4.244 -0.099 1.579  0.19
H30 -2.336 0.839 0.280  0.19
H31 -3.787 2.264 1.689  0.20
H32 -4.864 2.532 0.318  0.20
H33 -3.301 4.432 0.583  0.21
H34 -1.922 3.338 0.454  0.19
H35 -2.347 4.432 -1.720  0.21
H36 -4.010 3.841 -1.711  0.19
H37 -2.591 2.383 -3.116  0.21
H38 -1.498 2.112 -1.758  0.19
H39 -4.440 1.306 -1.873  0.20
H40 -3.056 0.219 -2.012  0.21
H41 1.949 -4.431 0.637  0.19
H42 0.686 -5.036 -2.071  0.19
H43 0.176 -5.726 -0.529  0.23
H44 1.785 -6.087 -1.175  0.20
H45 3.130 -2.617 -0.642  0.22
H46 2.396 -3.208 -2.125  0.20
H47 3.536 -4.230 -1.246  0.20

Cartesian forces (eV/Å) of the 6 atoms listed first:
-0.1 -0.1 -0.2
0.0 0.1 0.4
-0.1 0.0 -0.5
0.1 0.0 0.6
0.0 0.3 -0.4
0.3 -0.1 0.1

Results
E_HOMO = -8.15 eV
LUMO energy = 0.798 eV
SMILES string = CCCC[C@@H](CNC)NC[C@H](NCCCCC1CCCCC1)C(C)C
Total charge = 0

This record from OMol25 describes C17H21AlBCaF10MgN3O18P2 as an isolated structure at a distorted geometry. The level of theory is ωB97M-V/def2-TZVPD.

Each line ends with the Mulliken charge.
Element x y z (Å)
C1 0.089 2.604 1.876  -1.61
C2 0.394 2.912 0.480  0.39
N1 1.362 3.673 -0.054  0.89
C3 2.390 4.438 0.665  0.74
F1 2.650 5.525 -0.021  -0.24
F2 1.882 4.752 1.842  -0.22
F3 3.481 3.716 0.799  -0.21
N2 1.332 3.695 -1.410  -0.90
C4 0.312 2.959 -1.723  -0.39
N3 -0.264 2.478 -0.588  0.16
O1 -1.352 1.678 -0.508  0.27
B1 -2.556 2.457 -0.213  0.56
O2 -3.422 1.941 0.630  -0.55
O3 -2.679 3.683 -0.834  -0.52
H1 0.974 2.311 2.425  0.50
H2 -0.388 3.463 2.341  0.31
H3 -0.612 1.778 1.896  0.37
H4 -0.053 2.752 -2.707  0.61
H5 -4.248 1.584 0.271  0.30
H6 -2.239 4.375 -0.331  0.30
C5 -0.640 -3.474 -0.973  -0.49
C6 -0.628 -2.149 -0.616  0.64
C7 0.113 -1.658 0.498  0.37
O4 0.068 -0.415 0.765  -0.60
C8 0.836 -2.629 1.221  -0.94
C9 0.841 -3.957 0.860  0.45
C10 0.111 -4.430 -0.271  0.40
O5 0.175 -5.711 -0.614  -1.12
O6 1.550 -4.861 1.587  -0.58
O7 -1.364 -1.206 -1.358  -0.59
H7 -1.206 -3.841 -1.829  0.27
H8 1.400 -2.287 2.079  0.45
H9 1.390 -5.734 1.198  0.58
H10 -1.209 -0.352 -0.904  0.36
F4 3.872 -4.986 0.612  -0.32
P1 4.931 -6.055 1.484  0.97
F5 6.502 -6.125 1.107  -0.29
F6 3.470 -6.833 1.757  -0.32
F7 5.238 -4.624 2.151  -0.24
F8 4.843 -6.909 0.006  -0.37
F9 5.310 -6.767 2.873  -0.31
Al1 -2.671 -2.588 -2.251  0.25
C11 -7.983 0.177 -3.504  -1.49
C12 -6.736 0.532 -2.742  0.44
C13 -6.151 1.884 -3.057  -0.55
O8 -4.751 1.670 -2.762  -0.26
C14 -4.464 0.405 -2.958  0.68
O9 -3.352 -0.054 -3.012  -0.23
O10 -5.599 -0.361 -3.115  -0.40
H11 -8.297 -0.840 -3.278  0.39
H12 -8.786 0.861 -3.233  0.40
H13 -7.812 0.232 -4.580  0.34
H14 -6.894 0.415 -1.670  0.28
H15 -6.547 2.682 -2.438  0.40
H16 -6.244 2.155 -4.109  0.30
C15 0.296 6.246 4.460  0.89
O11 -0.582 5.552 3.963  -0.41
O12 0.546 7.435 4.153  -0.28
O13 1.109 5.873 5.338  -0.27
F10 -5.450 2.808 1.201  -0.84
C16 2.790 0.629 -0.871  -0.58
C17 4.057 -0.171 -0.404  -0.38
O14 3.698 -0.973 0.575  -0.25
H17 2.385 1.205 -0.046  0.11
H18 3.088 1.307 -1.675  0.46
H19 2.024 -0.047 -1.243  0.11
H20 4.805 0.602 -0.131  0.29
H21 4.482 -0.654 -1.303  0.31
Ca1 2.355 -5.461 -0.935  1.71
O15 7.536 -0.611 4.000  -0.40
P2 6.493 -1.620 3.570  0.92
O16 7.220 -2.958 3.646  -0.32
O17 6.002 -1.283 2.150  -0.34
O18 5.357 -1.602 4.574  -0.42
Mg1 -4.578 -1.218 -4.778  0.06

Cartesian forces (eV/Å) of the 6 atoms listed first:
-0.5 -0.1 0.1
0.6 0.2 -0.3
-0.1 0.0 0.2
-0.4 -0.1 -0.5
0.1 0.1 0.0
0.2 0.0 0.3

Results
E_HOMO = -6.86 eV
LUMO energy = -5.651 eV
Total charge = 0

This record from OMol25 describes C4H9N as an isolated structure at a distorted geometry. The level of theory is ωB97M-V/def2-TZVPD.

Each line ends with the natural charge from an NBO analysis.
Element x y z (Å)
C1 0.379 1.526 0.698  -0.60
C2 0.645 0.684 -0.309  -0.02
N1 -0.180 0.412 -1.364  -0.52
C3 -0.507 -0.915 -0.291  -0.26
C4 -0.144 -1.468 1.094  -0.62
H1 1.174 1.814 1.372  0.21
H2 -0.549 2.076 0.696  0.19
H3 1.652 0.323 -0.503  0.20
H4 -1.112 0.815 -1.171  0.34
H5 -1.590 -0.747 -0.267  0.20
H6 -0.404 -1.730 -1.021  0.21
H7 -0.124 -0.605 1.758  0.24
H8 -0.791 -2.295 1.363  0.23
H9 0.836 -1.935 1.111  0.21

Cartesian forces (eV/Å) of the 6 atoms listed first:
0.9 0.4 -0.2
2.1 3.7 0.4
-1.8 -2.9 2.0
-2.9 -2.7 -3.2
1.5 1.2 -0.4
-0.2 -0.1 0.2

Results
E_HOMO = -8.18 eV
LUMO energy = 1.130 eV
Total charge = 0

This record from OMol25 describes C26H39Cl2GeIrN3O4 as an isolated structure at a distorted geometry. The level of theory is ωB97M-V/def2-TZVPD.

Each line ends with the Mulliken spin population.
Element x y z (Å)
Ir1 -0.176 -0.290 0.320  1.72
C1 1.510 -0.250 3.444  0.00
C2 2.298 -0.836 2.259  -0.01
C3 2.115 -2.371 2.117  0.00
C4 3.837 -0.468 2.287  0.00
O1 1.756 -0.069 1.014  0.02
Ge1 2.742 -0.088 -0.642  0.02
O2 2.342 1.674 -1.047  0.60
C5 2.881 2.585 -2.185  -0.04
C6 3.737 1.704 -3.119  0.01
C7 1.649 3.113 -2.908  0.02
C8 3.744 3.625 -1.458  0.05
O3 0.974 -0.813 -1.291  0.17
C9 0.633 -2.109 -2.133  0.01
C10 0.085 -3.203 -1.168  0.00
C11 -0.431 -1.705 -3.146  0.00
C12 1.912 -2.505 -2.873  0.00
H1 2.236 -0.267 4.349  0.00
H2 1.171 0.773 3.333  0.00
H3 0.702 -0.939 3.738  0.00
H4 2.910 -2.927 2.625  0.00
H5 1.168 -2.765 2.590  0.00
H6 2.125 -2.681 1.076  0.00
H7 4.115 -1.015 3.137  0.00
H8 4.431 -0.817 1.398  0.00
H9 4.105 0.651 2.345  0.00
H10 4.618 1.166 -2.731  0.00
H11 3.122 0.915 -3.454  0.00
H12 4.124 2.172 -3.992  0.00
H13 1.064 2.274 -3.321  -0.01
H14 1.082 3.661 -2.153  0.00
H15 1.866 3.819 -3.706  0.00
H16 4.491 2.976 -0.955  0.00
H17 4.273 4.336 -2.076  0.01
H18 3.118 4.150 -0.706  0.00
H19 -0.524 -2.699 -0.356  0.01
H20 -0.484 -3.930 -1.687  0.00
H21 0.948 -3.712 -0.717  0.00
H22 -1.380 -1.988 -2.615  0.00
H23 -0.360 -0.613 -3.440  0.00
H24 -0.275 -2.378 -3.987  0.00
H25 2.668 -2.934 -2.197  0.00
H26 1.695 -3.225 -3.733  0.00
H27 2.313 -1.586 -3.379  0.00
Cl1 -1.972 -3.223 4.306  0.04
C13 -2.525 -1.657 3.772  0.22
C14 -3.444 -0.898 4.494  -0.04
C15 -3.517 0.480 4.295  0.26
Cl2 -4.720 1.329 5.165  0.08
C16 -2.696 1.228 3.402  -0.06
C17 -2.579 2.581 3.178  0.42
C18 -1.555 3.119 2.307  -0.03
C19 -0.692 2.238 1.684  0.15
N1 -0.955 0.891 1.747  0.29
C20 -1.856 0.370 2.561  0.17
C21 -1.828 -1.062 2.676  0.31
O4 -1.049 -1.670 1.861  0.39
H28 -4.000 -1.442 5.267  0.01
H29 -3.260 3.287 3.708  0.01
H30 -1.389 4.174 2.193  0.00
H31 0.129 2.598 1.070  0.03
C22 -5.040 -1.925 -1.557  0.00
C23 -3.825 -1.109 -1.446  0.06
C24 -3.682 0.202 -1.821  0.02
C25 -2.415 0.680 -1.463  -0.02
N2 -1.865 -0.287 -0.600  0.11
N3 -2.764 -1.371 -0.603  -0.03
C26 -1.747 1.964 -1.744  0.02
H32 -5.691 -1.313 -2.141  0.00
H33 -5.525 -2.281 -0.630  0.00
H34 -4.875 -2.754 -2.264  0.01
H35 -4.284 0.771 -2.530  0.00
H36 -2.628 -2.243 -0.029  0.00
H37 -1.551 2.615 -0.914  -0.01
H38 -2.312 2.547 -2.489  0.00
H39 -0.818 1.749 -2.313  0.00

Cartesian forces (eV/Å) of the 6 atoms listed first:
2.2 1.7 -0.4
1.8 -1.1 1.8
0.7 1.2 -1.0
-0.9 0.0 0.6
-0.9 1.4 -1.6
-0.9 -0.7 0.6

Results
E_HOMO (alpha / beta) = -11.12 / -14.51 eV
LUMO energy (alpha / beta) = -5.304 / -10.514 eV
Spin multiplicity = 6
Total charge = +2

> Which of these has the highest total charge?

C26H39Cl2GeIrN3O4